DFT (ωB97M-V/def2-TZVPD) results for a gas-phase ion, C6H11N2OS (charge +1).

The geometry in XYZ format:
```
21
Properties=species:S:1:pos:R:3:forces:R:3:mulliken_charge:R:1
C -1.9805 -1.1347 -0.6945 -2.483 -1.013 -0.310 0.399
C 0.0779 -1.1949 0.4540 -2.850 3.656 -0.153 -0.918
C -1.1868 0.4747 1.3995 0.824 -2.643 -3.953 -0.476
C 0.6036 0.1298 -0.1294 0.858 1.867 1.305 1.460
C 0.4786 0.4206 -1.6028 0.698 -1.653 -1.149 -1.765
C 1.9204 0.4617 0.6161 2.992 -2.103 1.157 -1.766
N -0.9270 -1.8258 -0.1703 2.623 -0.834 0.690 0.038
N -0.2243 1.2437 0.5164 -0.970 -0.729 0.671 -0.049
O -2.5954 -1.5479 -1.6358 0.092 1.005 0.269 -0.479
S -2.6314 0.0971 0.5235 0.423 -0.296 -0.893 -0.032
H 0.6435 -1.6382 1.1977 1.134 -1.298 0.976 0.542
H -1.4908 0.7874 2.3187 0.134 1.350 2.701 0.466
H 1.0886 1.2324 -1.9543 0.408 0.463 0.177 0.430
H -0.5311 0.6364 -1.9027 -0.629 0.150 0.130 0.477
H 0.7344 -0.4441 -2.2282 0.227 0.085 0.260 0.365
H 2.7647 -0.2561 0.4157 -0.969 0.305 -0.269 0.391
H 1.8878 0.3460 1.7800 -0.718 0.278 -1.990 0.448
H 2.4467 1.4115 0.4341 -0.871 0.085 -0.361 0.439
H -0.9078 -2.8448 -0.1825 -0.566 0.298 -0.156 0.308
H -0.6632 1.8895 -0.1308 -0.472 0.030 -0.321 0.362
H 0.4921 1.7557 0.9756 0.115 0.997 1.219 0.361
```
Positions in Å, forces in eV/Å.

total charge: +1

***

DFT (ωB97M-V/def2-TZVPD) results for 2 unconnected molecules or ions with the total composition C6H11N2S.

The geometry in XYZ format:
```
20
Properties=species:S:1:pos:R:3:forces:R:3:mulliken_charge:R:1
C -1.2349 2.8029 -0.0139 -2.401 1.505 0.766 -0.993
C -0.7573 1.5931 0.1531 1.827 -0.856 0.718 -0.090
C 1.7689 -0.2187 0.1148 -1.330 -2.788 0.423 0.107
C -1.3607 -0.9462 0.7773 -0.492 -0.424 2.012 -0.736
C -1.3561 0.2574 -0.1404 0.170 -0.124 -1.535 0.238
C -0.5428 -0.9831 -0.4082 1.024 1.038 -0.536 0.446
N 2.3106 -1.2700 0.7703 1.063 2.177 -0.252 -0.314
N -0.2630 -1.8973 -1.3150 -3.517 -2.527 4.561 -0.341
S 2.8536 0.8970 -0.4459 0.536 1.760 -0.382 -0.188
H -0.8507 3.7664 0.3791 0.644 -1.074 -0.480 0.282
H -2.3003 2.9722 -0.2614 0.624 -0.433 -0.438 0.259
H 0.2727 1.4818 0.5762 -1.039 0.113 -0.278 0.252
H -0.9180 -0.8948 1.7831 0.455 0.336 -0.660 0.236
H -2.2838 -1.5100 0.9342 0.151 -0.087 -0.715 0.317
H -2.1981 0.1224 -0.8469 0.311 0.896 0.311 0.372
H 1.8155 -2.1478 0.7894 0.036 0.116 0.537 0.228
H 3.2756 -1.1773 1.1866 -1.306 -0.771 -0.783 0.220
H 2.0395 1.9058 -0.9587 0.320 -1.088 0.530 0.211
H 0.3155 -1.8963 -2.0574 2.045 0.913 -3.162 0.207
H -0.5860 -2.8573 -1.0163 0.878 1.319 -0.638 0.288
```
Positions in Å, forces in eV/Å.

total charge: +1

***

DFT (ωB97M-V/def2-TZVPD) results for a gas-phase ion, C6H11N2S (charge +1).

The geometry in XYZ format:
```
20
Properties=species:S:1:pos:R:3:forces:R:3:mulliken_charge:R:1
C -1.0996 1.2052 2.1140 -2.824 1.291 -0.508 0.126
C -1.7642 1.5183 0.7591 1.007 -0.603 0.098 -0.590
C 0.7992 -1.8883 -1.3143 -0.074 -0.090 -0.020 -0.907
C -0.1462 -1.8658 -0.1713 -0.013 -0.040 0.167 -0.308
C -0.1024 -0.6854 -1.1472 -0.040 -0.137 -0.152 0.110
C 0.3980 0.6099 -0.7305 0.134 0.097 -0.110 -0.418
N -0.0313 0.6833 2.3335 1.843 -0.688 -0.034 -0.478
N 1.8286 0.7536 -0.3400 -0.228 -0.353 0.148 -0.119
S -0.5255 2.0153 -0.4768 -0.187 0.508 -0.353 -0.097
H -1.8068 1.5062 2.8953 0.251 -0.179 0.664 0.381
H -2.2752 0.6096 0.4481 -0.187 0.073 -0.171 0.322
H -2.4679 2.3461 0.8247 0.062 -0.062 0.121 0.409
H 1.8622 -1.8063 -1.1359 0.109 0.006 0.092 0.189
H 0.5848 -2.5495 -2.1386 -0.075 0.019 -0.098 0.258
H -1.0116 -2.5088 -0.2132 -0.079 0.021 -0.047 0.293
H 0.2160 -1.6760 0.8278 0.148 -0.029 0.061 0.230
H -0.9458 -0.6080 -1.8252 0.090 0.001 0.037 0.524
H 1.8717 1.1192 0.6231 0.069 0.006 -0.095 0.438
H 2.3293 1.3885 -0.9768 -0.050 -0.135 0.242 0.362
H 2.2868 -0.1670 -0.3558 0.044 0.294 -0.043 0.276
```
Positions in Å, forces in eV/Å.

total charge: +1
2S+1: 3

***

DFT (ωB97M-V/def2-TZVPD) results for a single C6H11N3 molecule.

The geometry in XYZ format:
```
20
Properties=species:S:1:pos:R:3:forces:R:3:mulliken_charge:R:1
C 0.8885 -2.8480 -0.0265 -0.668 -0.749 0.081 -0.856
N 0.9541 -1.5695 0.6554 -0.294 -0.197 0.134 -0.550
C 0.0582 -0.7364 0.3411 -1.048 -0.040 -0.183 0.134
N -0.8830 -0.8461 -0.7149 -0.109 -1.244 0.432 -0.202
N -1.7680 0.2867 -0.7571 0.375 0.787 -1.033 -0.543
C -1.1236 1.3423 0.0453 -0.087 -0.529 1.666 -0.352
C 0.0958 2.1524 -0.4327 0.035 0.138 -1.425 -0.555
C 0.9959 1.5500 0.6481 0.321 0.232 -0.607 -0.975
C -0.1708 0.6001 1.0011 1.332 0.148 0.367 0.471
H 0.1352 -3.5270 0.4958 0.892 0.724 -0.582 0.259
H 1.8573 -3.3511 -0.0183 -0.100 0.082 0.188 0.311
H 0.5761 -2.7652 -1.0827 0.066 0.041 0.227 0.296
H -1.4349 -1.7261 -0.7726 0.751 0.975 0.233 0.264
H -1.6560 0.5960 -1.7300 -0.494 -0.030 0.313 0.296
H -1.8760 1.9180 0.6087 0.184 -0.055 -0.586 0.347
H 0.4664 1.8391 -1.4126 -0.282 -0.105 -0.132 0.226
H -0.0500 3.2196 -0.5224 0.016 0.338 0.352 0.370
H 1.4218 2.2257 1.3662 -0.493 0.361 0.755 0.304
H 1.8772 1.0689 0.2364 -0.036 -0.403 -0.077 0.283
H -0.3642 0.5705 2.0717 -0.362 -0.473 -0.125 0.472
```
Positions in Å, forces in eV/Å.

***

DFT (ωB97M-V/def2-TZVPD) results for 2 unconnected molecules or ions with the total composition C6H11N3.

The geometry in XYZ format:
```
20
Properties=species:S:1:pos:R:3:forces:R:3:mulliken_charge:R:1
C -4.3927 -1.8001 0.2202 0.454 1.056 0.210 -0.227
C -3.9034 -1.2598 1.1894 -1.236 -1.175 0.863 -0.463
C 1.6898 0.5457 -0.0951 0.755 -0.485 2.345 -0.324
C 2.9182 0.3114 0.2291 2.436 -1.395 2.392 -0.263
C 0.6398 0.4064 0.9292 -1.348 3.663 0.424 -0.447
C -1.5514 0.2534 -0.4019 3.772 0.874 2.598 0.462
N -0.5980 0.4105 0.2689 -3.707 -0.788 -2.413 0.005
N 4.0411 0.4096 -0.7754 -0.261 -0.160 0.246 -0.314
N -2.5999 0.1964 -1.0707 -3.326 -0.360 -1.190 -0.271
H -4.8137 -2.0039 -0.7333 -0.137 -0.566 -0.204 0.422
H 1.4345 0.9306 -0.9898 -0.984 1.054 -3.104 0.375
H 3.1727 -0.0222 1.3251 0.080 0.579 -2.522 0.312
H 0.5127 1.3314 1.6116 1.011 -1.447 -0.695 0.288
H -3.8978 -1.1281 2.2757 0.550 0.358 -0.803 0.336
H 4.5445 -0.5679 -0.8870 -1.247 2.373 -0.285 0.427
H 4.7494 1.1033 -0.4407 -0.350 -0.668 -0.243 0.402
H 3.5974 0.8545 -1.6470 1.236 -1.344 0.963 0.383
H -3.4682 -0.3093 -0.5868 1.688 0.897 -0.716 0.149
H 0.6375 -0.4617 1.4829 0.619 -1.914 1.462 0.445
H -2.7127 0.7999 -1.9045 -0.004 -0.553 0.671 0.301
```
Positions in Å, forces in eV/Å.

total charge: +2

***

DFT (ωB97M-V/def2-TZVPD) results for 2 unconnected molecules or ions with the total composition C6H11N3O.

The geometry in XYZ format:
```
21
Properties=species:S:1:pos:R:3:forces:R:3:mulliken_charge:R:1
C 0.9367 -0.4172 -2.0614 -1.888 0.101 2.194 -1.072
C 0.3088 0.0238 -0.9537 2.934 2.155 -0.952 0.813
C 0.4727 1.4111 -0.3523 -1.447 1.586 1.024 -0.453
C -0.8304 2.2421 -0.3963 0.471 2.737 -3.723 -1.312
N -0.4194 -0.7988 -0.1544 -1.194 -2.881 1.605 0.759
C -0.9603 -0.6576 1.0981 -0.792 -1.170 -1.359 -0.284
N -1.4805 -1.8330 1.4746 0.787 1.194 0.734 -0.660
C -1.1018 -2.7008 0.4844 -0.209 3.112 0.813 -0.197
N -0.4742 -2.1133 -0.4773 0.370 -0.056 -1.484 -0.991
H 1.6454 0.0964 -2.5795 1.582 2.189 -1.066 0.343
H 0.7899 -1.3550 -2.4869 -0.558 -1.659 -0.106 0.333
H 1.1489 2.1016 -0.8110 0.951 -0.510 -0.922 0.438
H 0.7521 1.5371 0.7361 0.055 -1.213 -1.076 0.150
H -1.3989 2.4065 -1.3851 1.355 -1.008 0.635 0.318
H -0.6725 3.3327 -0.2136 0.412 -0.860 0.562 0.376
H -1.6113 1.9549 0.1718 -2.296 -1.260 2.526 0.415
H -0.9510 0.3244 1.5511 -0.434 -0.358 0.354 0.545
H -1.3223 -3.7060 0.4936 -0.393 -1.949 0.021 0.488
O 1.8965 -0.2866 2.0438 -4.141 2.989 1.740 -0.655
H 0.9254 -0.5686 2.0892 2.293 0.377 0.015 0.359
H 2.3463 -0.9938 1.7291 2.143 -3.517 -1.535 0.287
```
Positions in Å, forces in eV/Å.

***

DFT (ωB97M-V/def2-TZVPD) results for a single C6H11N3O molecule.

The geometry in XYZ format:
```
21
Properties=species:S:1:pos:R:3:forces:R:3:mulliken_charge:R:1
N 1.1695 2.4953 -0.4508 -2.232 3.676 -1.522 -0.254
C 0.9676 1.8489 0.6155 -0.570 -0.319 0.577 -0.877
C 0.1194 0.6419 0.6590 0.605 -0.103 -0.162 1.185
C -0.0899 0.0029 2.0245 -0.053 -0.030 0.201 -0.872
C 0.8892 -0.6128 1.0797 0.222 0.074 0.195 -0.168
N 0.5983 -1.8481 0.4040 -0.020 -0.179 0.050 -0.435
C 0.0061 -1.6840 -0.9168 0.103 0.008 -0.307 -0.549
C -1.2529 -0.8517 -0.7925 -0.243 -0.225 0.023 -0.640
N -0.9159 0.5068 -0.3570 -0.179 0.066 0.044 -0.478
H 0.2826 0.5385 2.8972 -0.096 -0.092 -0.309 0.295
H -1.0349 -0.5271 2.1528 0.283 0.084 -0.069 0.261
H 1.9453 -0.4487 1.3017 -0.313 0.009 -0.049 0.279
H 1.4322 -2.4198 0.3580 -0.129 0.086 0.010 0.303
H 0.6943 -1.1939 -1.6331 -0.186 -0.067 0.138 0.299
H -0.2479 -2.6744 -1.3158 0.052 0.225 0.113 0.419
H -1.7634 -0.7862 -1.7627 0.129 -0.011 0.201 0.376
H -1.9377 -1.3490 -0.0837 0.169 0.039 -0.148 0.325
H -1.7560 0.9845 -0.0418 0.141 -0.080 -0.016 0.240
H 0.6828 3.4752 -0.7514 2.786 -1.683 2.090 0.380
O 0.4294 2.3109 -1.8194 -0.787 -1.895 -0.643 -0.601
H -0.2180 1.5908 -1.5675 0.318 0.417 -0.415 0.510
```
Positions in Å, forces in eV/Å.

***

DFT (ωB97M-V/def2-TZVPD) results for a molecular structure, C6H11N4.

The geometry in XYZ format:
```
21
Properties=species:S:1:pos:R:3:forces:R:3:mulliken_charge:R:1
C -1.8069 -1.7396 0.3552 -0.840 1.210 -0.652 0.061
C -0.1016 -1.2413 -1.7554 -1.591 3.714 8.050 0.570
C -0.5486 -1.0981 0.1689 0.687 -0.920 -4.010 -0.577
C -0.2910 0.3598 0.2986 -0.170 -0.047 1.033 0.155
C 0.9178 2.0901 1.7461 1.928 2.395 1.645 -1.205
C 0.6934 0.6421 1.3884 0.483 -0.961 1.121 -0.731
N -2.8855 -2.1215 0.2787 -0.282 -0.530 0.306 -0.353
N 0.3369 -0.1340 -2.0713 1.604 3.800 -1.720 -0.824
N -0.4052 -2.2867 -2.3211 1.111 -3.585 -6.398 -0.254
N 0.2137 0.9192 -1.0954 1.239 -0.552 1.892 0.185
H 0.1747 -1.7830 0.5261 1.317 -0.086 0.717 0.527
H -1.1605 0.9194 0.5983 -0.758 0.135 -0.668 0.305
H 0.1175 2.8106 2.1475 0.244 -1.692 -1.168 0.327
H 1.5513 2.7075 1.0547 -0.654 -0.640 0.143 0.335
H 1.5585 2.1054 2.6766 -0.319 -0.236 -0.960 0.342
H 0.3972 0.1658 2.3426 -0.766 0.072 -0.587 0.399
H 1.5536 -0.0322 1.1990 0.477 1.180 -0.161 0.396
H -0.8448 -3.0605 -1.9549 -1.083 -1.687 1.531 0.212
H -0.0795 -2.4483 -3.3207 -0.689 0.443 1.555 0.318
H -0.4473 1.6402 -1.2898 -1.386 0.121 -1.382 0.391
H 1.0562 1.5852 -0.9718 -0.555 -2.135 -0.286 0.420
```
Positions in Å, forces in eV/Å.

total charge: +1

***

Sequential electronic energy output: -817.803243 -742.502533 -742.518905 -399.408814 -398.697493 -474.652565 -474.514144 -453.868674 Ha